DFT (the ωB97M-V functional and the def2-TZVPD basis) results for a structure of composition C34H30N3O4PtS3Se2.

Net charge: -1
Energy, a.u.: -7895.73060
Energy above the lowest of the compared OMol25 structures with the same formula, charge and spin, eV: 0.000
LUMO energy, eV: 1.891
HOMO, eV: -4.66

Cartesian coordinates (Å):
Pt  -0.24  0.01  -0.63
C  2.78  0.55  2.40
C  2.13  0.38  1.06
N  0.84  0.36  0.99
N  0.13  0.46  2.19
C  -1.11  0.77  2.06
S  -1.92  1.04  0.55
S  -1.93  1.10  3.58
C  -3.69  0.84  3.18
C  -4.10  -0.59  3.00
C  -4.56  -1.05  1.77
C  -4.93  -2.38  1.60
C  -4.84  -3.26  2.67
C  -4.38  -2.81  3.90
C  -4.02  -1.49  4.06
C  2.97  0.26  -0.13
C  4.27  0.79  -0.08
C  5.13  0.71  -1.15
C  4.71  0.07  -2.31
C  3.45  -0.47  -2.40
C  2.54  -0.38  -1.33
O  1.36  -0.95  -1.48
H  2.16  0.11  3.17
H  2.90  1.61  2.63
H  3.76  0.08  2.40
H  -3.97  1.45  2.32
H  -4.19  1.27  4.06
H  -4.61  -0.37  0.93
H  -5.25  -2.72  0.63
H  -5.10  -4.30  2.53
H  -4.31  -3.50  4.73
H  -3.65  -1.14  5.02
H  4.59  1.29  0.82
H  6.12  1.15  -1.09
H  5.37  0.01  -3.17
H  3.09  -0.95  -3.30
Se  -0.89  -2.27  0.22
C  0.39  -2.60  1.60
C  0.01  -2.73  2.93
C  0.99  -2.98  3.88
N  2.29  -3.09  3.61
C  2.64  -2.97  2.33
C  1.75  -2.74  1.30
H  -1.02  -2.62  3.21
H  0.71  -3.07  4.93
H  3.70  -3.07  2.12
H  2.09  -2.65  0.28
C  -2.55  -6.36  -4.72
C  -2.41  -4.88  -4.43
C  -3.53  -4.08  -4.25
C  -3.40  -2.72  -3.98
C  -2.14  -2.16  -3.90
C  -1.01  -2.95  -4.09
C  -1.15  -4.30  -4.35
S  -1.94  -0.44  -3.52
O  -3.23  0.18  -3.70
O  -0.84  0.04  -4.30
O  -1.63  -0.55  -2.04
H  -3.59  -6.66  -4.71
H  -2.02  -6.95  -3.97
H  -2.13  -6.61  -5.69
H  -4.52  -4.52  -4.31
H  -4.27  -2.09  -3.84
H  -0.03  -2.49  -4.01
H  -0.27  -4.91  -4.48
Se  0.60  2.03  -1.90
C  -0.80  3.19  -2.49
C  -2.16  2.99  -2.33
C  -3.07  3.91  -2.84
C  -2.63  5.04  -3.52
C  -1.26  5.23  -3.70
C  -0.36  4.31  -3.19
H  -2.54  2.12  -1.83
H  -4.13  3.74  -2.72
H  -3.34  5.75  -3.92
H  -0.90  6.09  -4.24
H  0.70  4.46  -3.35

Mulliken population analysis, charges in e, atoms 1 to 4: 1.8148, -2.1601, 1.2606, 0.2759

DFT (the ωB97M-V functional and the def2-TZVPD basis) results for a structure of composition C2H7BIOTi at a distorted geometry.

Net charge: +1
Energy, a.u.: -1327.24781
LUMO energy, eV: -6.774
HOMO, eV: -13.03

Cartesian coordinates (Å):
C  1.34  -0.18  -0.21
C  0.61  -0.44  1.10
O  -0.81  -0.28  1.14
B  -1.53  0.17  0.08
I  -1.88  -1.26  -1.70
H  1.07  -0.87  -1.00
H  1.26  0.88  -0.55
H  2.40  -0.32  -0.03
H  0.84  -1.46  1.40
H  1.05  0.20  1.88
H  -2.63  0.53  0.38
H  -0.98  1.24  -0.43
Ti  -0.74  1.79  -2.04

Mulliken population analysis, charges in e, atoms 1 to 4: -0.7665, -0.2041, -0.3946, 0.4688